Record 1
{"formula": "C50H55N11", "method": "the ωB97M-V functional and the def2-TZVPD basis", "e_homo_ev": [-9.327, -9.326], "multiplicity": 2, "s_squared": 0.764, "gap_ev": [6.19, 2.38], "energy_ha": -2540.10156, "charge": 1, "symbols": ["N", "C", "C", "C", "C", "H", "H", "H", "H", "H", "N", "C", "C", "C", "C", "H", "H", "H", "H", "H", "N", "C", "C", "C", "C", "H", "H", "H", "H", "H", "N", "C", "C", "C", "C", "H", "H", "H", "H", "H", "N", "C", "C", "C", "C", "H", "H", "H", "H", "H", "N", "C", "C", "C", "C", "C", "H", "H", "H", "H", "H", "N", "C", "C", "C", "C", "C", "H", "H", "H", "H", "H", "N", "C", "C", "C", "C", "C", "H", "H", "H", "H", "H", "N", "C", "C", "C", "C", "C", "H", "H", "H", "H", "H", "N", "C", "C", "C", "C", "C", "H", "H", "H", "H", "H", "N", "C", "C", "C", "C", "C", "H", "H", "H", "H", "H"], "coordinates": [[-3.714, -1.345, -1.275], [-4.524, -1.002, -2.311], [-4.343, -2.001, -3.363], [-3.262, -2.817, -2.938], [-2.818, -2.347, -1.653], [-3.730, -0.860, -0.389], [-5.269, -0.220, -2.305], [-4.869, -1.999, -4.306], [-2.888, -3.667, -3.489], [-2.066, -2.762, -0.998], [0.555, -5.368, -0.869], [0.343, -5.045, -2.146], [1.550, -4.552, -2.681], [2.471, -4.521, -1.703], [1.884, -5.115, -0.590], [-0.005, -5.809, -0.154], [-0.655, -5.142, -2.546], [1.642, -4.079, -3.648], [3.430, -4.027, -1.668], [2.082, -5.295, 0.456], [3.591, 4.461, -1.256], [4.271, 5.516, -0.648], [3.359, 6.217, 0.159], [2.073, 5.646, -0.092], [2.287, 4.584, -0.926], [3.919, 3.631, -1.729], [5.338, 5.623, -0.784], [3.653, 7.004, 0.838], [1.166, 5.931, 0.420], [1.632, 3.798, -1.270], [-3.767, -1.320, 3.073], [-2.999, -0.975, 2.009], [-3.605, 0.138, 1.324], [-4.811, 0.347, 1.873], [-4.888, -0.433, 3.015], [-3.592, -2.093, 3.699], [-2.045, -1.452, 1.842], [-3.247, 0.632, 0.433], [-5.558, 1.009, 1.460], [-5.682, -0.639, 3.718], [-2.598, -6.369, 2.359], [-2.802, -5.082, 1.870], [-1.630, -4.380, 1.791], [-0.659, -5.229, 2.247], [-1.262, -6.452, 2.469], [-3.271, -7.041, 2.699], [-3.807, -4.724, 1.702], [-1.616, -3.314, 1.622], [0.408, -5.067, 2.239], [-0.846, -7.329, 2.945], [0.920, 1.153, -1.158], [0.790, -0.189, -1.546], [0.629, -1.276, -0.747], [0.562, -1.096, 0.628], [0.540, 0.226, 1.091], [0.783, 1.286, 0.216], [0.779, -0.408, -2.603], [0.788, -2.219, -1.249], [0.584, -1.928, 1.316], [0.512, 0.418, 2.153], [0.757, 2.253, 0.696], [0.821, -1.195, -5.471], [0.870, -0.252, -6.392], [-0.238, 0.508, -6.702], [-1.413, 0.308, -6.059], [-1.502, -0.640, -5.071], [-0.362, -1.456, -4.879], [1.803, -0.180, -6.932], [-0.102, 1.235, -7.489], [-2.274, 0.954, -6.152], [-2.480, -0.697, -4.616], [-0.411, -2.279, -4.182], [5.426, 1.536, -0.470], [4.267, 0.842, -0.269], [4.088, -0.449, -0.847], [4.986, -0.994, -1.734], [6.192, -0.249, -1.873], [6.334, 0.993, -1.307], [3.599, 1.140, 0.526], [3.157, -0.933, -0.594], [4.927, -1.963, -2.207], [6.919, -0.421, -2.653], [7.089, 1.712, -1.592], [-1.757, 6.492, -2.763], [-3.128, 6.234, -2.877], [-3.692, 5.058, -2.432], [-2.854, 4.030, -1.917], [-1.442, 4.263, -2.091], [-0.955, 5.514, -2.415], [-3.654, 7.025, -3.391], [-4.749, 4.953, -2.628], [-3.326, 3.141, -1.527], [-0.764, 3.423, -2.060], [0.067, 5.802, -2.614], [-0.349, -1.254, 4.118], [-0.901, -0.391, 5.108], [-0.385, -0.345, 6.391], [0.745, -1.097, 6.680], [1.425, -1.843, 5.697], [0.822, -1.844, 4.472], [-1.767, 0.190, 4.828], [-0.786, 0.349, 7.115], [1.039, -1.134, 7.718], [2.409, -2.265, 5.841], [1.312, -2.527, 3.793], [2.601, 2.333, 3.442], [2.353, 3.526, 2.824], [1.280, 4.316, 3.207], [0.392, 3.962, 4.186], [0.642, 2.730, 4.856], [1.765, 1.936, 4.439], [2.970, 3.818, 1.987], [1.027, 5.232, 2.693], [-0.338, 4.663, 4.562], [-0.040, 2.380, 5.616], [1.874, 0.918, 4.782]], "forces_ev_per_a": [[0.5620, 0.0527, -1.6419], [0.3915, -2.2166, -0.1659], [2.1333, -0.1906, 1.4122], [-1.5998, 1.2414, -0.5683], [-2.3030, 0.2020, -0.5846], [0.2741, 0.1240, 0.7730], [0.1993, 0.1314, 0.3753], [0.0288, -0.1809, 0.1117], [0.2444, 0.1419, 0.1334], [0.0718, 0.2344, 0.1041], [2.0316, -0.1638, 0.7409], [-0.3327, 0.3958, -1.4724], [-3.3113, 0.5746, -2.0294], [1.6942, -0.5186, 3.3061], [-1.0381, 0.3229, 0.9420], [-0.4592, 0.0713, -0.4918], [0.2085, -0.1056, -0.3748], [-0.0197, -0.2378, -0.1186], [0.0880, -0.3579, -0.3130], [1.0262, 0.1828, -0.1951], [0.1572, 1.4830, 0.5549], [-0.5272, -0.5690, 0.7445], [1.0566, -0.8417, -1.4780], [0.7050, 0.1210, 0.6992], [-1.1441, -1.0269, -0.1215], [0.4687, 0.4667, 0.0723], [-0.1286, 0.0267, 0.1356], [-0.2391, 0.1267, -0.2178], [-0.0917, -0.0840, -0.3459], [-0.2921, 0.1795, 0.0162], [-1.5158, 2.6237, -1.7288], [0.4626, 1.3036, -0.8698], [3.3706, -2.9005, -0.7994], [-2.3676, 0.2772, 2.3823], [-0.0374, -2.0395, 0.4969], [-0.0748, 0.3077, 0.0272], [-0.0069, 0.3196, 0.0912], [0.4964, 0.1672, 0.2270], [-0.0764, 0.1184, 0.5225], [-0.0749, 0.3774, -0.1234], [0.3196, 2.0738, -1.2604], [-2.2452, -0.0969, 0.3546], [-2.0001, 0.9472, 0.0025], [1.8348, -1.9331, -0.3661], [1.5127, -0.9824, 1.9328], [0.0968, 0.2226, -0.3833], [-0.0057, -0.0472, -0.0339], [0.3316, -0.2415, -0.2866], [-0.0379, 0.0230, 0.3011], [0.2459, -0.0249, -0.2839], [-0.8737, -2.5584, 2.0730], [-0.0720, 3.2611, -0.6566], [0.4886, -0.4966, 0.7744], [-0.0437, 0.8238, 0.0292], [0.7478, -0.8551, -0.1654], [-0.6319, -0.7325, -1.6886], [0.4096, 0.5183, -0.3078], [-0.3914, -0.4928, 0.2461], [-0.2203, -0.0706, 0.1289], [-0.1845, 0.0860, 0.0660], [0.4201, 0.4995, -0.5521], [-0.7826, -1.3579, 0.6901], [-0.2951, -0.4584, 0.2017], [1.1511, 0.7387, -1.5204], [-0.8543, 0.8335, 0.9782], [0.9484, -0.9564, -0.5060], [-0.5170, 1.3324, 0.0837], [0.1246, 0.3594, 0.0455], [-0.3103, 0.2155, -0.0093], [0.0244, 0.1699, -0.6253], [0.3024, -0.6193, 0.4704], [0.2909, -0.1913, 0.1729], [-1.7898, -0.4956, 0.0958], [2.8865, -1.4492, -0.4133], [-1.0620, 0.9483, 0.4078], [2.1577, 1.0912, 0.7967], [-0.7122, 0.1204, -1.4110], [-1.5238, 0.7997, 0.7069], [-0.1426, 0.5439, -0.1832], [0.0359, -0.2585, -0.1019], [-0.4194, 0.0153, -0.0163], [0.1416, -0.8354, 0.0806], [0.6094, -0.4230, 0.0628], [-3.0765, 0.5913, -0.6996], [3.1555, 0.2505, 0.4805], [0.5339, -0.2521, 0.0385], [1.2223, 2.1641, -1.4936], [-1.6776, -1.6798, 0.8450], [-0.6748, 0.3226, -0.9524], [-0.3393, -0.0286, 0.2322], [-0.1928, -0.3264, 0.4912], [0.4403, -0.3153, -0.1195], [0.1737, -0.0935, 0.5924], [0.4710, -0.6821, 0.6169], [0.1293, 1.6145, 2.3722], [1.5064, -2.3019, -1.7965], [0.2753, 0.0436, -0.8425], [0.5333, -0.6473, 0.3246], [-0.9492, 1.9163, 1.5817], [-1.2284, -0.5005, -0.9656], [-0.0661, -0.0574, -0.2365], [-0.2121, -0.2172, 0.1761], [0.4719, 0.1555, 0.0333], [-0.2084, -0.3290, 0.1976], [-0.2957, 0.1908, -0.9265], [-0.7600, 0.5369, 0.1094], [-0.4708, -1.4798, 1.2477], [-0.3757, 0.8826, -0.8983], [1.1293, -1.9234, 1.9040], [0.8852, 0.1722, -1.2405], [-1.3007, 1.8852, -1.2258], [0.2833, -0.0459, 0.0368], [0.5269, 0.1651, -0.2729], [-0.3543, -0.1604, -0.2661], [0.1383, -0.0601, 0.1347], [0.3119, 0.0235, 0.3630]], "lowdin_charge": [0.10, 0.05, 0.01, -0.01, 0.08, 0.08, 0.15, 0.12, 0.12, 0.12, 0.02, -0.16, -0.13, -0.12, -0.11, 0.12, 0.09, 0.10, 0.10, 0.10, 0.03, -0.11, -0.10, -0.13, -0.19, 0.13, 0.10, 0.09, 0.08, 0.08, 0.06, -0.14, -0.16, -0.13, -0.08, 0.15, 0.06, 0.10, 0.11, 0.11, 0.05, -0.14, -0.14, -0.13, -0.15, 0.16, 0.10, 0.06, 0.09, 0.12, 0.10, -0.15, -0.13, -0.07, -0.06, -0.13, 0.08, 0.09, 0.09, 0.08, 0.09, 0.06, -0.14, -0.07, -0.09, -0.07, -0.15, 0.11, 0.11, 0.11, 0.07, 0.08, 0.05, -0.11, -0.07, -0.05, -0.07, -0.17, 0.09, 0.07, 0.09, 0.10, 0.10, 0.05, -0.12, -0.10, -0.05, -0.06, -0.18, 0.10, 0.09, 0.08, 0.07, 0.10, 0.07, -0.12, -0.10, -0.06, -0.06, -0.19, 0.10, 0.11, 0.11, 0.11, 0.09, 0.06, -0.13, -0.10, -0.07, -0.05, -0.13, 0.09, 0.09, 0.10, 0.07, 0.08]}

---

Record 2
{"formula": "C16H26GdI2N2O3S2SeY", "method": "the ωB97M-V functional and the def2-TZVPD basis", "e_homo_ev": [-19.453, -19.989], "multiplicity": 8, "s_squared": 16.118, "gap_ev": [5.84, 4.20], "energy_ha": -5556.13753, "charge": 4, "symbols": ["I", "I", "Y", "Gd", "S", "S", "C", "C", "C", "C", "C", "C", "C", "C", "C", "C", "C", "O", "O", "O", "H", "H", "H", "H", "H", "H", "H", "H", "H", "H", "H", "H", "H", "H", "H", "H", "H", "H", "C", "N", "C", "C", "N", "C", "C", "Se", "H", "H", "H", "H", "H", "H", "H", "H"], "coordinates": [[-0.502, -3.228, -0.955], [-0.155, -2.189, -3.999], [0.592, 0.674, -3.052], [0.201, -0.510, 0.469], [2.215, -0.365, -1.230], [-1.336, 0.669, -1.254], [1.392, 1.712, 0.431], [4.043, -0.748, -1.895], [-3.237, 0.425, -1.414], [4.047, -0.584, -3.411], [4.980, 0.239, -1.206], [4.312, -2.181, -1.453], [-3.515, 0.146, -2.880], [-3.842, 1.744, -0.928], [-3.618, -0.734, -0.514], [2.300, 2.456, -2.727], [-0.077, 2.993, -2.312], [1.986, 2.705, 0.352], [3.053, 3.276, -2.412], [-0.334, 3.951, -1.718], [3.836, 0.458, -3.704], [3.288, -1.227, -3.888], [5.044, -0.855, -3.801], [4.717, 1.280, -1.432], [6.013, 0.058, -1.549], [4.941, 0.111, -0.117], [4.279, -2.257, -0.358], [5.310, -2.504, -1.788], [3.561, -2.873, -1.865], [-4.598, -0.019, -3.020], [-2.966, -0.746, -3.230], [-3.208, 0.992, -3.512], [-4.938, 1.690, -1.013], [-3.486, 2.590, -1.531], [-3.572, 1.937, 0.120], [-4.705, -0.912, -0.613], [-3.397, -0.506, 0.542], [-3.077, -1.658, -0.785], [-3.641, -0.132, 3.399], [-2.307, -0.448, 3.875], [-2.005, -1.318, 4.913], [-0.661, -1.294, 5.073], [-0.146, -0.426, 4.130], [1.263, -0.107, 3.960], [-1.163, 0.089, 3.363], [-1.028, 1.486, 2.121], [-3.634, 0.862, 2.936], [-4.331, -0.128, 4.248], [-3.984, -0.870, 2.662], [-2.777, -1.855, 5.436], [-0.028, -1.805, 5.771], [1.371, 0.922, 3.582], [1.769, -0.182, 4.933], [1.756, -0.804, 3.252]], "forces_ev_per_a": [[0.2415, 0.5220, 0.4158], [0.1749, 0.6873, 0.1964], [-0.2058, -1.7547, -0.7712], [0.2595, -1.8101, -0.9925], [-0.2975, 0.3507, -0.5049], [0.4629, -0.0008, 0.3854], [2.7038, 4.2873, -0.1703], [1.3413, -0.3565, -0.0835], [-0.9373, 0.1666, 0.0627], [-0.8291, 0.0676, -0.0207], [-0.4270, 0.2197, 0.2565], [-0.5784, -0.2182, 0.1441], [0.3362, -0.1840, -0.3830], [0.3286, 0.1249, -0.0746], [0.2058, -0.5495, 0.0545], [4.5464, 3.8147, 1.0216], [-1.8107, 4.7580, 2.4170], [-2.2533, -3.6400, 0.3379], [-3.2473, -3.4628, -1.3595], [1.0534, -3.8192, -2.4692], [0.3044, -0.1283, 0.0349], [0.4052, -0.0366, 0.0877], [-0.4069, 0.1179, 0.1522], [0.1885, -0.2042, -0.0399], [-0.3820, -0.0162, 0.0747], [0.1669, -0.0087, -0.2452], [0.1252, -0.0142, -0.2460], [-0.2740, 0.2415, 0.0189], [0.3264, 0.1489, 0.0316], [0.4262, 0.0795, 0.0654], [-0.3928, 0.2288, 0.1775], [-0.2482, -0.1157, 0.1525], [0.3198, -0.0274, 0.0088], [-0.2311, -0.1790, 0.1130], [-0.1833, -0.0496, -0.2194], [0.4608, 0.0750, 0.0650], [-0.1327, 0.0318, -0.2567], [-0.4257, 0.3795, 0.0351], [-0.9730, 0.1753, -0.1610], [0.3608, -0.8514, 0.8935], [-1.5511, 1.2297, -1.5593], [1.6082, 1.0160, -0.9577], [-0.3648, -0.8237, 0.2782], [0.8190, 0.2685, -0.0785], [-0.0519, 0.3475, 0.6749], [-0.9260, -0.4369, 1.3832], [-0.0160, -0.2694, 0.2199], [0.1502, 0.0132, -0.1837], [0.1584, 0.0915, 0.2725], [-0.0715, -0.0977, 0.1318], [0.1377, -0.1334, 0.2503], [-0.0778, -0.3735, 0.3317], [-0.0958, 0.0077, -0.3875], [-0.2208, 0.1107, 0.4190]], "lowdin_charge": [0.26, 0.31, 0.84, 0.64, 0.41, 0.42, -0.29, -0.75, -0.79, -0.08, -0.07, -0.08, -0.09, -0.08, -0.10, -0.07, -0.11, 0.13, 0.21, 0.19, 0.07, 0.07, 0.13, 0.07, 0.13, 0.10, 0.09, 0.13, 0.10, 0.13, 0.05, 0.10, 0.13, 0.10, 0.07, 0.13, 0.05, 0.03, 0.02, -0.08, 0.11, 0.10, -0.11, 0.01, -0.62, 0.98, 0.08, 0.13, 0.11, 0.17, 0.17, 0.09, 0.14, 0.11]}

---

Record 3
{"formula": "C14H16O", "method": "the ωB97M-V functional and the def2-TZVPD basis", "e_homo_ev": -8.352, "gap_ev": 9.15, "energy_ha": -618.27597, "e_above_lowest_kcal_mol": 25.1, "symbols": ["C", "C", "C", "C", "C", "C", "C", "H", "H", "H", "H", "H", "H", "H", "H", "C", "C", "C", "C", "C", "C", "C", "O", "H", "H", "H", "H", "H", "H", "H", "H"], "coordinates": [[-3.327, -3.440, -0.243], [-1.292, -1.986, -0.174], [-1.899, -3.165, -0.586], [0.123, -1.911, -0.174], [0.895, -3.002, -0.503], [-1.099, -4.206, -1.089], [0.271, -4.170, -0.990], [-1.777, -1.032, -0.034], [0.546, -0.927, -0.012], [-3.820, -2.745, 0.434], [-3.418, -4.443, 0.184], [1.960, -3.028, -0.320], [-1.508, -5.147, -1.440], [0.940, -4.921, -1.387], [-3.981, -3.483, -1.126], [-1.402, 4.288, 1.223], [1.913, 1.875, 0.021], [1.473, 2.850, -0.879], [1.496, 1.845, 1.323], [0.491, 3.678, -0.379], [0.379, 2.567, 1.754], [-0.187, 3.448, 0.837], [2.855, 0.905, -0.222], [2.022, 2.987, -1.800], [3.281, 0.926, -1.072], [1.846, 0.982, 1.881], [0.304, 4.614, -0.893], [-0.022, 2.444, 2.749], [-1.183, 4.859, 2.121], [-2.225, 3.582, 1.311], [-1.615, 5.001, 0.435]], "forces_ev_per_a": [[-1.1714, -0.5824, -0.9631], [1.8721, -0.0857, -1.0857], [-0.0011, -0.1175, 0.8957], [-0.9959, 0.4444, -0.3225], [-0.2173, -0.7986, 0.1994], [0.0131, -0.4416, 0.4615], [0.9094, 1.5887, -0.1403], [-0.6658, -0.2688, 0.4905], [0.3203, -0.1824, 0.4022], [0.4274, 0.2139, 0.1072], [0.0959, 0.1349, 0.1586], [0.1065, 0.3088, -0.3264], [-0.4963, 0.1795, 0.0061], [-0.3548, -0.4339, 0.1549], [0.1848, 0.0915, -0.0318], [1.0708, -0.4879, -0.5786], [0.9708, -0.1415, -0.5216], [0.7336, -0.5959, 1.1707], [-1.5395, -1.0850, 0.8675], [-0.5582, 0.4939, 0.0218], [0.4645, 0.0161, -1.2605], [0.4711, 1.0228, 0.2861], [-0.0144, -0.2304, 0.2075], [-0.3170, 0.2113, -0.1714], [-0.0757, 0.4026, -0.6093], [0.2741, 0.3829, 0.3496], [-0.5242, -0.2448, -0.3063], [-0.0578, -0.0561, 0.0458], [-0.3732, -0.1720, 0.2869], [-0.3396, 0.3667, 0.3725], [-0.2122, 0.0665, -0.1667]], "nbo_charge": [-0.64, -0.23, -0.01, -0.20, -0.23, -0.23, -0.20, 0.22, 0.22, 0.22, 0.22, 0.21, 0.21, 0.21, 0.22, -0.63, 0.30, -0.29, -0.27, -0.19, -0.19, -0.04, -0.69, 0.22, 0.48, 0.22, 0.21, 0.22, 0.22, 0.22, 0.21]}

---

Record 4
{"formula": "C4H7NO", "method": "the ωB97M-V functional and the def2-TZVPD basis", "e_homo_ev": -9.711, "gap_ev": 10.77, "energy_ha": -286.56783, "e_above_lowest_kcal_mol": 40.0, "symbols": ["C", "C", "C", "O", "C", "N", "H", "H", "H", "H", "H", "H", "H"], "coordinates": [[-1.124, -0.692, 0.373], [-0.396, 0.083, -0.740], [0.253, 1.254, -0.025], [1.222, 0.529, 0.785], [1.486, -0.589, 0.009], [0.754, -0.810, -1.001], [-1.164, -1.755, 0.116], [-2.117, -0.329, 0.630], [-0.444, -0.520, 1.228], [-0.976, 0.338, -1.631], [-0.475, 1.812, 0.574], [0.820, 1.941, -0.659], [2.237, -1.282, 0.386]], "forces_ev_per_a": [[-0.2888, 0.0262, 0.0105], [-0.1641, 0.1174, 0.0311], [0.0043, 0.0462, -0.1516], [0.5422, -0.1797, -0.4298], [0.2320, 0.2754, -0.0887], [0.2047, -0.0741, 0.5257], [-0.1174, 0.2408, 0.1324], [-0.0780, 0.1134, -0.1396], [-0.9702, -0.6857, -0.0563], [0.1444, -0.1463, 0.1675], [0.4605, -0.2099, 0.2417], [-0.1539, -0.0689, -0.1127], [0.1844, 0.5451, -0.1301]], "nbo_charge": [-0.63, -0.11, -0.10, -0.52, 0.36, -0.46, 0.22, 0.21, 0.22, 0.21, 0.20, 0.19, 0.20]}